# 1
Computed, not measured: 2 unconnected molecules or ions with the total composition C4H9NO in a non-equilibrium geometry, with the ωB97M-V functional and the def2-TZVPD basis.

Each line ends with the Löwdin charge.
CARTESIAN COORDINATES (ANGSTROEM)
C: 2.94 -0.22 0.00  -0.062
C: 1.74 0.05 -0.37  -0.004
C: -1.71 1.25 -0.09  -0.066
C: -1.13 -1.17 0.15  -0.042
N: -0.93 0.20 0.62  -0.366
O: 0.28 0.48 0.97  -0.121
H: 3.87 -0.54 -0.51  0.077
H: 3.21 -0.08 0.99  0.028
H: 1.23 -0.12 -1.32  0.068
H: -1.06 2.12 -0.30  0.075
H: -2.29 0.86 -1.07  0.105
H: -2.65 1.63 0.49  0.095
H: -1.44 -1.87 1.01  0.107
H: -1.94 -1.14 -0.51  0.044
H: -0.11 -1.46 -0.07  0.064

As for the energy above the lowest of the compared OMol25 structures with the same formula, charge and spin: 164.9 kcal/mol. The calculation puts the calculated total energy at -7825.169 eV. As for the total charge: 0. Its HOMO energy (spin up / spin down) is -7.70 / -7.53 eV. Its spin multiplicity is 1.

=====

# 2
Computed, not measured: a single C3H5NO2 molecule in a non-equilibrium geometry, with the ωB97M-V functional and the def2-TZVPD basis.

Each line ends with the Löwdin charge.
CARTESIAN COORDINATES (ANGSTROEM)
C: -1.10 -0.61 0.37  -0.290
C: 0.61 0.04 0.30  -0.352
C: 0.88 0.75 -0.87  -0.039
N: 1.13 -0.16 1.36  0.177
O: -0.93 -1.75 0.05  0.043
O: -2.50 -0.27 0.61  -0.003
H: 0.29 1.66 -0.90  0.110
H: 0.65 0.33 -1.83  0.097
H: 1.93 0.93 -0.77  0.085
H: 2.11 0.09 1.36  0.088
H: -3.07 -1.00 0.32  0.085

As for the energy above the lowest of the compared OMol25 structures with the same formula, charge and spin: 70.8 kcal/mol. The calculation puts the calculated total energy at -8774.623 eV. As for the total charge: 0. Its HOMO energy is -9.40 eV. Its spin multiplicity is 1.

=====

# 3
Computed, not measured: a gas-phase ion, C4H7O4P (charge -2) in a non-equilibrium geometry, with the ωB97M-V functional and the def2-TZVPD basis.

Each line ends with the Löwdin charge.
CARTESIAN COORDINATES (ANGSTROEM)
C: 1.49 1.39 1.36  -0.094
C: 1.06 0.97 0.14  -0.072
C: 0.49 -1.29 -1.32  -0.130
C: -0.05 -0.49 -0.19  -0.610
O: -2.63 -0.70 -0.98  -0.475
O: -2.00 0.22 1.38  -0.402
O: -1.67 1.62 -0.79  -0.459
O: 0.02 -1.34 0.85  -0.174
P: -1.81 0.27 -0.13  0.075
H: 1.96 2.32 1.64  -0.008
H: 1.32 0.84 2.26  0.008
H: 1.07 1.54 -0.73  0.015
H: 1.55 -1.63 -1.12  0.069
H: 0.47 -0.73 -2.36  0.095
H: -0.31 -2.04 -1.25  0.061
H: -0.95 -0.96 1.26  0.099

As for the energy above the lowest of the compared OMol25 structures with the same formula, charge and spin: 38.6 kcal/mol. The calculation puts the calculated total energy at -21739.212 eV. As for the total charge: -2. Its HOMO energy is 0.24 eV. Its spin multiplicity is 1.

=====

# 4
Computed, not measured: a molecular structure, C9H11ClN2O2STi in a non-equilibrium geometry, with the ωB97M-V functional and the def2-TZVPD basis.

Each line ends with the Löwdin charge.
CARTESIAN COORDINATES (ANGSTROEM)
Cl: 2.47 1.49 -3.22  -0.051
C: -2.15 -0.02 -0.97  -0.104
C: -1.96 -1.18 -0.16  -0.118
C: -0.95 -1.98 -0.78  -0.038
H: -2.55 -1.47 0.71  0.150
C: -0.50 -1.32 -1.98  -0.275
C: -1.26 -0.11 -2.08  -0.043
H: -1.16 0.59 -2.90  0.155
H: -2.89 0.76 -0.79  0.152
H: -0.63 -2.97 -0.48  0.156
C: 0.55 -1.81 -2.91  0.002
Ti: -0.06 0.09 -0.05  0.731
C: -0.97 1.00 1.45  -0.137
C: 0.97 1.90 -0.89  -0.177
O: -1.49 1.56 2.36  0.181
O: 1.54 2.85 -0.59  0.081
H: 1.25 -2.45 -2.37  0.107
H: 1.10 -0.95 -3.30  0.038
H: 0.14 -2.39 -3.75  0.128
N: 1.00 0.27 4.52  0.183
C: 1.40 0.97 3.48  -0.645
N: 1.66 2.28 3.54  0.211
S: 1.47 -0.03 1.91  0.758
H: 1.30 0.53 5.43  0.140
H: 0.69 -0.69 4.40  0.139
H: 1.79 2.88 2.75  0.141
H: 1.94 2.63 4.42  0.135

The calculation puts the calculated total energy at -63040.269 eV. As for the total charge: +2. Its HOMO energy (spin up / spin down) is -14.92 / -14.89 eV. Its spin multiplicity is 1.

=====

# 5
Computed, not measured: a single C8H10N2O molecule in a non-equilibrium geometry, with the ωB97M-V functional and the def2-TZVPD basis.

Each line ends with the Löwdin charge.
CARTESIAN COORDINATES (ANGSTROEM)
C: 4.18 0.68 0.21  -0.278
C: 3.19 0.34 1.16  -0.057
C: -0.37 -0.34 -0.08  -0.232
C: 1.08 -0.20 -0.13  -0.309
C: 1.68 0.22 -1.45  0.007
C: -1.88 0.17 1.67  -0.024
C: -2.71 -0.59 -0.61  -0.065
C: -1.68 0.23 0.14  -0.365
N: 5.24 0.95 -0.17  0.154
N: 0.24 -1.41 -0.02  0.290
O: 1.99 -0.01 1.06  0.024
H: 1.12 -0.19 -2.24  0.083
H: 1.37 1.21 -1.71  0.094
H: 2.68 0.14 -1.55  0.024
H: -1.08 0.73 2.15  0.088
H: -1.60 -0.83 1.89  0.074
H: -2.82 0.38 2.11  0.071
H: -3.72 -0.41 -0.18  0.080
H: -2.54 -1.80 -0.38  0.146
H: -2.67 -0.48 -1.71  0.081
H: -1.69 1.21 -0.18  0.113

As for the energy above the lowest of the compared OMol25 structures with the same formula, charge and spin: 162.8 kcal/mol. The calculation puts the calculated total energy at -13479.271 eV. As for the total charge: 0. Its HOMO energy is -8.47 eV. Its spin multiplicity is 1.

=====

# 6
Computed, not measured: 2 unconnected molecules or ions with the total composition C4H8OS in a non-equilibrium geometry, with the ωB97M-V functional and the def2-TZVPD basis.

Each line ends with the Löwdin charge.
CARTESIAN COORDINATES (ANGSTROEM)
C: -1.63 -0.38 -1.10  -0.036
C: -1.08 -0.02 0.04  -0.608
C: -1.18 -0.58 1.36  -0.101
C: 2.65 0.11 -0.86  0.051
O: 0.41 1.77 1.20  -0.573
S: 0.03 1.40 -0.21  0.950
H: -1.43 0.44 -1.86  0.056
H: -2.45 -1.13 -1.07  0.089
H: -1.22 -1.59 1.32  0.054
H: -2.15 -0.39 1.85  0.108
H: -0.44 -0.06 1.99  0.072
H: 2.88 1.22 -0.76  0.021
H: 3.03 -0.46 -0.10  -0.050
H: 2.57 -0.31 -1.81  -0.032

As for the energy above the lowest of the compared OMol25 structures with the same formula, charge and spin: 107.7 kcal/mol. The calculation puts the calculated total energy at -17155.779 eV. As for the total charge: 0. Its HOMO energy (spin up / spin down) is -8.35 / -8.91 eV. Its spin multiplicity is 1.

=====

# 7
Computed, not measured: 2 unconnected molecules or ions with the total composition C4H7N3O in a non-equilibrium geometry, with the ωB97M-V functional and the def2-TZVPD basis.

Each line ends with the Löwdin charge.
CARTESIAN COORDINATES (ANGSTROEM)
C: -1.29 1.50 0.89  -0.022
C: -0.96 0.68 -0.15  -0.047
C: -0.37 2.49 1.29  -0.119
C: 0.91 1.91 -0.53  -0.063
N: 0.71 2.63 0.53  0.055
N: 0.10 0.85 -0.90  -0.262
N: 0.27 -2.56 -0.45  0.045
O: 0.35 0.11 -1.84  -0.046
H: -2.11 1.27 1.54  0.103
H: -1.56 -0.13 -0.56  0.147
H: -0.26 3.23 2.21  0.149
H: 1.79 2.13 -1.04  0.117
H: -0.03 -2.99 -1.29  0.000
H: 1.09 -3.00 -0.10  0.003
H: 0.34 -1.59 -0.61  -0.061

As for the energy above the lowest of the compared OMol25 structures with the same formula, charge and spin: 75.9 kcal/mol. The calculation puts the calculated total energy at -10776.456 eV. As for the total charge: 0. Its HOMO energy (spin up / spin down) is -8.96 / -8.96 eV. Its spin multiplicity is 1.

=====

# 8
Computed, not measured: 2 unconnected molecules or ions with the total composition C6H16N2O in a non-equilibrium geometry, with the ωB97M-V functional and the def2-TZVPD basis.

Each line ends with the Löwdin charge.
CARTESIAN COORDINATES (ANGSTROEM)
C: 1.48 0.13 1.08  -0.443
C: 0.21 -0.84 1.34  -0.245
C: 2.43 -0.53 0.11  -0.078
N: 1.03 1.41 0.57  0.016
N: -0.88 -0.26 2.09  0.007
H: 1.97 0.24 2.07  0.123
H: 0.44 1.89 1.25  0.071
H: 1.81 2.00 0.28  0.083
H: -0.55 0.25 2.90  0.067
H: -1.44 0.35 1.51  0.036
H: 0.63 -1.67 1.92  0.103
H: -0.18 -1.29 0.43  0.087
H: 3.33 0.06 -0.03  0.073
H: 1.93 -0.64 -0.86  0.050
H: 2.72 -1.51 0.48  0.076
C: -2.29 -0.30 -1.17  -0.275
C: -0.96 0.34 -1.49  -0.187
C: -0.10 -0.18 -2.35  -0.020
O: -3.02 0.39 -0.17  -0.082
H: -3.19 1.28 -0.48  0.088
H: -2.16 -1.31 -0.79  0.119
H: -2.90 -0.37 -2.09  0.124
H: -0.85 1.36 -1.16  0.090
H: -0.25 -1.16 -2.78  0.064
H: 0.78 0.35 -2.66  0.056

As for the energy above the lowest of the compared OMol25 structures with the same formula, charge and spin: 50.4 kcal/mol. The calculation puts the calculated total energy at -11507.868 eV. As for the total charge: 0. Its HOMO energy is -8.53 eV. Its spin multiplicity is 1.

=====

# 9
Computed, not measured: a molecular structure, C7H6N3O2 in a non-equilibrium geometry, with the ωB97M-V functional and the def2-TZVPD basis.

Each line ends with the Löwdin charge.
CARTESIAN COORDINATES (ANGSTROEM)
C: -1.58 -0.21 -0.69  -0.037
C: -1.04 -0.98 0.30  -0.032
C: -0.90 0.87 -1.24  -0.049
C: 0.25 -0.71 0.74  -0.037
C: 0.37 1.18 -0.83  -0.027
C: 0.97 0.33 0.11  -0.210
C: 2.43 0.44 0.49  -0.089
N: 3.82 2.28 -0.33  0.448
N: 3.13 1.45 -0.08  0.085
N: 3.25 -1.20 0.03  -0.274
O: 2.37 -1.95 0.00  0.183
O: 4.40 -1.17 -0.19  0.195
H: -2.47 -0.42 -1.20  0.105
H: -1.51 -1.81 0.74  0.108
H: -1.35 1.39 -2.07  0.120
H: 0.67 -1.44 1.46  0.136
H: 0.87 2.00 -1.30  0.107
H: 2.55 0.48 1.76  0.266

As for the energy above the lowest of the compared OMol25 structures with the same formula, charge and spin: 37.2 kcal/mol. The calculation puts the calculated total energy at -15907.958 eV. As for the total charge: +1. Its HOMO energy is -13.45 eV. Its spin multiplicity is 1.

=====

> total charge of number 9 (C7H6N3O2)?

+1

=====

> What is the total charge in the seventh record?

0

=====

Please write out number 8 again, unchanged.
Computed, not measured: 2 unconnected molecules or ions with the total composition C6H16N2O in a non-equilibrium geometry, with the ωB97M-V functional and the def2-TZVPD basis.

Each line ends with the Löwdin charge.
CARTESIAN COORDINATES (ANGSTROEM)
C: 1.48 0.13 1.08  -0.443
C: 0.21 -0.84 1.34  -0.245
C: 2.43 -0.53 0.11  -0.078
N: 1.03 1.41 0.57  0.016
N: -0.88 -0.26 2.09  0.007
H: 1.97 0.24 2.07  0.123
H: 0.44 1.89 1.25  0.071
H: 1.81 2.00 0.28  0.083
H: -0.55 0.25 2.90  0.067
H: -1.44 0.35 1.51  0.036
H: 0.63 -1.67 1.92  0.103
H: -0.18 -1.29 0.43  0.087
H: 3.33 0.06 -0.03  0.073
H: 1.93 -0.64 -0.86  0.050
H: 2.72 -1.51 0.48  0.076
C: -2.29 -0.30 -1.17  -0.275
C: -0.96 0.34 -1.49  -0.187
C: -0.10 -0.18 -2.35  -0.020
O: -3.02 0.39 -0.17  -0.082
H: -3.19 1.28 -0.48  0.088
H: -2.16 -1.31 -0.79  0.119
H: -2.90 -0.37 -2.09  0.124
H: -0.85 1.36 -1.16  0.090
H: -0.25 -1.16 -2.78  0.064
H: 0.78 0.35 -2.66  0.056

As for the energy above the lowest of the compared OMol25 structures with the same formula, charge and spin: 50.4 kcal/mol. The calculation puts the calculated total energy at -11507.868 eV. As for the total charge: 0. Its HOMO energy is -8.53 eV. Its spin multiplicity is 1.